## 1
15
Properties=species:S:1:pos:R:3:mulliken_charge:R:1 method="wB97M-V/def2-TZVPD" lumo_energy_ev=0.6 homo_energy_ev=-8.5679 total_charge=0
C 2.87 -1.04 0.19 -0.145
C 2.02 0.83 -0.42 0.154
C -1.25 0.99 0.43 -0.574
C -0.35 0.01 0.13 0.040
C -2.09 -1.02 -0.20 0.334
C -2.62 0.39 0.06 -0.290
N 3.14 0.21 -0.31 -0.581
N 1.60 -1.26 0.38 -0.648
N 0.99 -0.10 0.02 0.418
O -2.33 -2.16 -0.28 -0.372
H 3.56 -1.83 0.18 0.391
H 1.80 1.91 -0.79 0.300
H -1.25 2.05 0.64 0.361
H -3.30 0.26 0.85 0.325
H -2.79 0.77 -0.88 0.287

---

## 2
15
Properties=species:S:1:pos:R:3:mulliken_charge:R:1 method="wB97M-V/def2-TZVPD" lumo_energy_ev=0.4 homo_energy_ev=-9.2822 total_charge=0
H -0.34 0.94 2.02 0.184
N -1.22 0.44 1.88 -0.764
C -1.47 0.19 0.63 0.541
O -2.54 -0.59 0.57 -0.564
C -0.44 -0.16 -0.37 0.286
C -0.52 -1.17 -1.32 -0.622
N 0.61 -1.10 -2.04 0.273
N 1.48 -0.21 -1.57 -0.849
C 0.89 0.34 -0.51 0.421
C 1.62 1.17 0.39 -0.667
C 2.21 1.91 1.16 0.235
H -2.57 -0.77 1.69 0.444
H -1.27 -1.94 -1.49 0.447
H 0.86 -1.67 -2.83 0.212
H 2.71 2.62 1.78 0.424

---

How far above the most stable structure does each one sit? In eV: 1 0.753; 2 0.000.

---

## 1
15
Properties=species:S:1:pos:R:3:mulliken_charge:R:1 method="wB97M-V/def2-TZVPD" lumo_energy_ev=0.6 homo_energy_ev=-9.6467 total_charge=0
C 0.17 -1.37 -1.65 -0.789
C -0.34 -1.02 -0.48 0.272
Cl -1.23 -2.26 0.40 -0.196
C -0.39 0.32 0.23 0.982
C -0.23 0.26 1.69 -1.470
C 0.67 1.15 -0.45 -1.613
Br -2.16 1.15 -0.20 -0.126
H 0.32 -2.36 -1.91 0.323
H 0.60 -0.66 -2.33 0.203
H 0.07 1.22 2.01 0.408
H 0.71 -0.46 1.91 0.307
H -0.94 -0.11 2.38 0.414
H 0.58 2.13 -0.08 0.472
H 1.50 0.70 0.03 0.416
H 0.66 1.32 -1.55 0.398

---

## 2
15
Properties=species:S:1:pos:R:3:mulliken_charge:R:1 method="wB97M-V/def2-TZVPD" lumo_energy_ev="0.5 / -0.4" homo_energy_ev="-8.6891 / -7.7180" total_charge=0
C 0.71 1.33 0.43 0.059
C 0.87 0.04 0.27 -0.107
C 1.78 2.39 0.49 -1.011
C -1.48 -2.04 -1.07 -0.751
C -1.69 -1.51 0.30 -0.287
Cl -2.76 -0.24 0.57 -0.150
Br 2.34 -1.05 0.05 -0.115
H -0.31 1.70 0.53 0.255
H 2.76 1.93 0.61 0.333
H 1.77 2.98 -0.42 0.263
H 1.59 3.05 1.34 0.274
H -0.48 -2.45 -1.16 0.222
H -1.63 -1.26 -1.82 0.299
H -2.19 -2.85 -1.29 0.307
H -1.30 -2.01 1.17 0.410

---

How far above the most stable structure does each one sit? In eV: 1 0.000; 2 3.041.